1.
# C38H65N7O7PZr

A structure of composition C38H65N7O7PZr in a non-equilibrium geometry (ωB97M-V/def2-TZVPD, the Open Molecules 2025 dataset).

Its net charge is -1. As for the frontier orbital gap: 3.68 eV. The multiplicity is 1.

Structure (XYZ):
```
119
Properties=species:S:1:pos:R:3:forces:R:3:mulliken_charge:R:1
N -0.439689 -3.861339 -0.746523 -0.1 0.0 -0.1 -0.197
C 6.129290 -0.897874 -2.449948 0.0 0.0 0.0 -2.133
C 1.003520 -4.806383 2.600019 0.0 0.0 0.0 -0.511
H -0.087818 -2.234631 3.727938 -0.1 0.1 0.0 0.724
H -4.693392 -1.115322 -3.890544 0.0 0.0 0.0 0.476
C -6.655503 2.040017 1.735694 0.0 0.0 0.0 -0.964
O -1.257900 -1.963310 -1.666648 -0.1 -0.1 0.1 -0.102
H 1.473289 0.621291 -5.316428 0.0 0.0 0.0 0.659
H -1.315948 2.542571 -1.021833 0.0 0.0 0.0 0.355
H 4.441958 -2.808344 -3.490190 0.0 0.0 0.0 0.335
H -5.039675 1.408629 -3.604436 0.0 0.0 0.0 0.416
C -3.409044 0.242288 -2.833149 0.0 0.0 0.0 2.888
P 3.300180 -0.201917 -2.112108 0.0 -0.1 0.1 -1.793
C -6.139821 4.228502 4.771086 0.0 0.0 0.0 -1.544
C -1.961846 0.419397 -2.640624 -0.1 0.0 -0.1 -0.482
O -2.609700 -3.738500 -1.391432 0.0 0.0 -0.1 -0.788
H 5.178883 -0.673702 0.217623 0.0 -0.1 0.0 0.236
O 2.601453 -3.086919 1.346527 0.0 -0.1 0.1 -0.664
C 4.566789 1.611700 -0.439460 0.0 0.1 0.0 -2.105
C -2.659288 -0.014407 3.458441 0.0 -0.1 -0.2 0.276
C -1.526128 -3.180065 -1.299276 0.0 0.0 -0.1 -0.078
C 4.442447 -2.744840 -2.404288 0.0 0.0 0.0 -1.817
N 2.450800 -1.654370 3.114441 0.1 0.0 0.0 -0.055
H 6.843909 -1.722054 -2.350638 0.0 0.0 0.0 0.545
H 1.513089 -1.587529 -5.126749 0.0 0.0 0.0 0.554
N 2.831614 -0.495486 2.383337 -0.1 0.0 0.0 -0.611
H -3.160634 -1.836967 -3.370708 0.0 0.0 0.0 0.190
C -4.671453 2.516951 3.652912 0.0 0.0 -0.1 1.656
C -4.037861 -0.056578 -1.465061 0.0 0.0 0.0 -1.877
H 3.186035 -0.846376 1.495443 0.1 0.0 0.0 0.194
H -0.542548 -4.861893 -0.694755 0.0 -0.1 0.0 0.290
H -1.745618 2.582542 0.700171 0.0 0.0 0.0 0.291
H 2.514669 1.763398 -4.478114 0.0 0.0 0.0 0.283
H 6.544839 -0.049692 -1.905429 0.0 0.0 0.0 0.311
C -3.620902 -0.940299 -3.784994 0.0 0.0 0.0 -1.736
H 4.565272 -1.317730 -4.851023 0.0 0.0 0.0 0.327
C -6.880714 2.960638 2.748288 0.0 0.0 0.0 -0.904
H 1.874558 2.011811 -1.061034 0.0 0.0 0.0 0.228
C -1.403950 -1.688312 5.313807 -0.1 0.0 0.1 -0.878
H 1.293036 -3.715340 -1.745953 0.1 0.2 -0.1 0.283
H 1.864875 -1.462795 3.910880 0.0 0.0 0.1 0.521
C -5.896388 3.197170 3.699807 0.0 0.0 0.0 1.017
H 6.079853 -0.634441 -3.505549 0.0 0.0 0.0 0.263
H -5.122137 -0.099464 -1.593176 0.0 0.0 0.0 0.634
C -1.514136 -0.783154 3.028920 -0.2 -0.1 0.4 -0.227
C -5.471863 1.331901 1.702148 0.0 0.0 0.0 -1.042
H -2.634721 2.472782 4.353210 0.1 0.0 -0.1 0.035
H 4.622391 0.444895 -4.890443 0.0 0.0 0.0 0.292
C -0.910553 -1.602647 4.028494 0.0 0.1 -0.2 -0.831
C 3.880731 1.575988 -1.814532 0.1 0.0 0.0 2.778
H 5.192855 -3.450323 -2.034492 0.0 0.0 0.0 0.621
C -3.974012 1.544568 -3.412861 0.0 0.0 0.0 -1.967
C 4.789428 -1.349212 -1.857324 0.0 0.0 0.0 2.645
C 3.960236 -0.419372 -4.950634 0.0 0.0 0.0 -2.137
C 4.977713 -1.578186 -0.349795 0.0 -0.1 0.0 -1.683
H -4.081120 0.347253 4.990949 0.0 0.0 0.0 0.614
H -3.200283 -0.736257 -4.771700 0.0 0.0 0.0 0.393
H 1.956516 -0.043298 2.110282 0.0 0.0 -0.1 0.042
H -0.806999 2.217849 2.697856 -0.1 0.1 0.1 0.319
H 4.364683 2.304878 -3.825651 0.0 0.0 0.0 0.291
H -3.678336 -1.005307 -1.070152 0.0 0.0 0.0 0.398
H 2.949293 3.413920 -1.208870 0.0 0.0 0.0 0.599
O 1.571102 -3.684163 3.275312 0.1 -0.1 0.0 -0.454
C 1.933646 0.851325 -4.349785 0.0 0.0 0.0 -1.763
H 5.756782 1.631698 -2.972532 0.0 0.0 0.0 0.259
H 0.800810 1.861185 3.359332 0.0 0.0 0.0 0.281
H -0.365613 3.509167 0.098776 0.0 0.0 0.0 0.367
H -5.512188 5.112266 4.626074 0.0 0.0 0.0 0.323
O 0.037887 -1.570295 1.326378 -0.1 0.2 0.4 0.215
H 1.074229 -1.560427 -3.413138 0.0 0.0 0.0 0.086
H 1.750670 -5.309956 1.988945 0.0 0.0 0.0 0.293
C -3.586849 2.919085 4.615661 0.0 0.0 0.0 -1.406
N -3.287730 0.812059 2.503516 0.2 0.2 0.1 1.236
H 5.554914 1.152008 -0.451522 0.0 0.0 0.0 0.312
H 0.642211 -5.470927 3.379834 0.0 0.0 0.0 0.291
H 5.101084 3.196427 -2.504745 0.0 0.0 0.0 0.531
H -3.093981 0.501744 1.559712 0.0 0.0 -0.1 -0.700
C 1.913166 -1.585304 -4.107803 0.0 0.0 0.0 -1.727
H -3.805603 2.606703 5.641015 0.0 0.0 0.0 0.361
N 0.827470 -3.297446 -0.950724 -0.3 0.0 0.5 -0.449
H -7.818883 3.501292 2.801043 0.0 0.0 0.0 0.321
Zr 0.154938 -0.763170 -0.534905 1.0 0.5 -1.3 -0.153
H 0.599368 3.213341 2.215106 0.0 0.0 0.0 0.263
H -3.793028 0.728666 -0.749396 0.0 0.0 0.0 0.205
C -0.021705 1.373371 0.196146 -0.2 -0.4 0.2 0.531
H -0.908500 -2.342182 6.024146 0.0 0.0 0.0 0.435
O 0.543427 1.281552 1.444791 0.1 0.0 -0.1 0.462
H -7.415641 1.854721 0.985788 0.0 0.0 0.0 0.394
H 3.956184 1.125126 0.323226 0.0 0.0 0.0 0.351
H -5.911551 3.839030 5.765251 0.0 0.0 0.0 0.314
H 3.471941 -3.070493 -2.026168 0.0 0.0 0.0 -0.059
H 4.696766 2.657681 -0.146613 0.0 0.0 0.0 0.672
C -4.465785 1.542520 2.657337 -0.2 0.0 0.0 -0.156
H -7.180085 4.553739 4.762141 0.0 0.0 0.0 0.378
H 2.198382 2.733308 -2.644429 0.0 0.0 0.0 0.292
H 0.173330 -4.474210 1.973990 0.0 0.0 0.0 0.102
C -3.165696 -0.171806 4.733426 0.1 0.0 0.1 -0.475
H 1.409872 -3.361616 -0.116473 0.0 -0.1 0.0 0.148
H -2.961753 -1.072193 6.683830 0.0 0.0 0.0 0.349
H 5.832404 -2.250941 -0.216659 0.0 0.0 0.0 0.618
H 2.449106 -2.520930 -3.961047 0.0 0.0 0.0 0.209
O -1.599567 -0.258167 0.657544 -0.4 0.0 0.4 -0.452
H -3.853151 2.368505 -2.708246 0.0 0.0 0.0 0.348
C 2.640657 2.477212 -1.685544 0.0 0.0 0.1 -1.762
C 2.805690 -0.345792 -3.942475 0.0 0.0 -0.1 2.665
C 4.831382 2.191375 -2.847372 0.0 0.0 0.0 -2.014
C 0.258530 2.209808 2.482179 0.0 0.0 0.0 -1.270
N -0.830586 0.544822 -2.490549 0.0 0.0 0.0 -0.189
C -0.906575 2.558717 -0.013527 0.1 0.0 0.0 -1.826
H -3.473960 4.005803 4.623348 0.0 0.0 0.0 0.533
C 2.216814 -2.811382 2.470389 -0.1 -0.1 0.0 0.504
H -3.484173 1.810273 -4.350890 0.0 0.0 0.0 0.459
N 2.155342 -0.606019 -1.151394 -0.3 0.0 -0.2 1.582
H 4.100828 -2.073581 0.063148 0.0 0.1 0.0 -0.058
H -5.308775 0.575728 0.942965 0.0 0.0 0.1 0.694
H 3.530739 -0.428681 -5.958359 0.0 0.0 0.0 0.543
H 1.135647 1.036367 -3.635824 0.0 0.0 0.0 -0.088
C -1.073669 -0.860293 1.698793 0.1 -0.1 -0.2 1.338
C -2.544533 -0.982944 5.689287 0.0 0.0 -0.1 -1.113
```
Positions in Å, forces in eV/Å.

***

2.
# C3H5IN

The ion C3H5IN with charge +1 in a non-equilibrium geometry (ωB97M-V/def2-TZVPD, the Open Molecules 2025 dataset).

Its net charge is +1. As for the frontier orbital gap: 9.45 eV. The multiplicity is 1.

Structure (XYZ):
```
10
Properties=species:S:1:pos:R:3:forces:R:3:mulliken_charge:R:1
C -1.306319 -0.203556 0.527788 -1.4 -2.4 1.0 -0.700
I -0.981146 2.752720 0.479024 0.5 -0.9 -0.4 0.283
C -0.527324 0.697017 -0.192847 0.4 2.1 -4.7 -0.407
H -2.595061 -1.614441 1.741020 -0.2 -0.2 -0.2 0.461
H 1.272957 -0.124171 -0.927113 0.3 -0.7 -0.8 0.338
H 1.510521 1.254907 -0.109569 0.8 0.7 0.6 0.346
N 1.003824 0.395595 -0.121228 -2.5 0.5 -0.4 -0.272
C -2.016622 -1.028807 1.064390 1.1 1.4 -0.1 0.206
H -0.680121 0.655388 -1.415448 -0.2 0.3 3.3 0.408
H 0.991207 -0.182955 0.674684 1.3 -0.8 1.7 0.337
```
Positions in Å, forces in eV/Å.

***

3.
# C9H22Br3F3INNbO3P2S

A structure of composition C9H22Br3F3INNbO3P2S in a non-equilibrium geometry (ωB97M-V/def2-TZVPD, the Open Molecules 2025 dataset).

Its net charge is -1. As for the frontier orbital gap: 5.79 eV. The multiplicity is 1.

Structure (XYZ):
```
46
Properties=species:S:1:pos:R:3:forces:R:3:mulliken_charge:R:1
C 1.561504 -0.235953 -2.543981 0.3 0.2 0.8 -0.792
H -3.890712 0.069637 2.173648 0.0 0.0 0.0 0.238
H -3.467114 1.266024 5.615790 0.0 0.0 0.0 0.342
F -1.058699 -0.850190 -3.890910 -0.2 0.5 0.4 -0.182
C -5.170220 0.620375 4.482741 0.0 0.0 -0.1 -1.008
H 0.310802 1.342590 -1.856239 0.0 0.6 0.1 0.505
F -1.525462 1.189908 -3.232611 0.0 -0.6 0.0 -0.225
C -1.577848 -0.121864 -2.885502 -0.3 -0.1 -0.6 0.630
F -1.599069 0.275724 -0.604209 -0.2 0.2 0.2 -0.177
P 3.092358 -1.229281 0.491322 0.1 -0.6 -0.8 0.333
C -3.830245 1.330353 4.589916 -0.1 0.1 0.0 -0.331
C -3.044401 0.726979 2.403084 0.0 0.0 -0.1 -0.152
H 3.431885 0.745049 -4.746843 -0.4 -0.1 0.1 0.083
H 1.283444 -1.197420 -2.940891 -0.2 -0.5 0.0 0.466
H 3.333027 2.507441 -1.954943 0.0 0.3 -0.4 0.300
H 0.873444 0.383952 -0.538104 0.0 -0.2 0.5 0.278
H -2.380548 2.731470 1.969588 0.0 0.0 0.0 0.262
Nb 3.694120 -0.301272 -1.832000 1.1 1.3 -1.4 -0.486
C -3.245129 2.095915 1.777494 -0.1 0.1 0.1 -1.004
H 1.540801 -2.790262 0.969656 -0.3 -0.1 -0.1 0.207
I 6.431768 -0.340322 -1.121871 -0.1 0.0 0.1 -0.325
H 2.337852 -4.008221 -1.460813 0.1 -0.3 0.7 0.328
H -2.161927 0.260001 1.970752 0.0 0.0 0.1 0.164
N 2.475630 -2.855665 0.593385 0.1 0.3 0.4 -0.571
H -3.944426 2.397246 4.362683 0.0 0.0 0.0 0.297
O 4.429488 -1.437993 1.440450 -0.3 -0.3 0.3 -0.496
S 4.535588 0.416075 -4.080087 0.6 -0.5 0.6 -0.329
C 0.524079 0.330147 -1.555933 0.4 -0.1 -0.8 -0.673
H -5.892020 1.081579 5.158074 0.0 0.0 0.0 0.384
H 4.263013 2.063617 -0.535068 0.5 0.0 0.2 0.410
H -3.372492 1.997037 0.700167 0.0 0.0 0.0 0.326
H 4.711817 -0.575834 1.735006 0.4 0.4 0.2 0.297
Br 3.548462 -3.013022 -4.889620 -0.1 0.0 0.1 -0.331
H -5.580482 0.670117 3.473942 0.0 0.1 0.0 0.259
O 2.234183 -3.500691 -2.258756 -0.2 0.2 -0.8 -0.483
H 2.530234 1.993025 -0.468934 -0.3 0.2 0.1 0.363
C -0.821315 -0.328593 -1.562399 -0.2 0.1 0.2 0.241
P 3.682057 -2.794323 -2.632470 -0.3 0.4 0.2 0.378
H -4.127204 2.603341 2.173428 0.0 0.0 0.0 0.368
O -2.808143 0.761373 3.802356 0.1 -0.1 0.0 -0.436
H -5.065847 -0.431692 4.749903 0.0 0.0 0.0 0.279
H 1.588922 0.438795 -3.385209 0.1 0.3 -0.5 0.401
H 3.012579 -3.322172 1.316789 0.2 -0.2 0.0 0.226
C 3.383491 1.836443 -1.117262 -1.0 -1.1 0.1 -1.132
Br -0.769725 -2.201211 -1.136036 0.1 -0.3 0.0 -0.056
Br -3.477522 -0.598231 -2.719479 0.2 0.1 -0.1 -0.176
```
Positions in Å, forces in eV/Å.

***

4.
# C5H13NO

A cluster of 2 separate species, C5H13NO in total in a non-equilibrium geometry (ωB97M-V/def2-TZVPD, the Open Molecules 2025 dataset).

As for the frontier orbital gap: 8.39 eV. The multiplicity is 1.

Structure (XYZ):
```
20
Properties=species:S:1:pos:R:3:forces:R:3:mulliken_charge:R:1
H -0.163978 -2.476191 0.484580 0.0 -0.8 -0.1 0.292
H 2.361051 2.220436 2.837267 -0.3 0.2 -0.5 0.335
H 1.832192 2.813156 1.151231 0.6 -0.6 0.5 0.379
C 0.722489 1.092294 1.872866 -0.2 2.5 -1.8 -0.246
H 0.283269 0.848131 2.831609 0.1 -1.1 0.0 0.340
C 1.533103 2.364397 2.119452 0.0 0.7 -0.2 -1.473
H -0.410842 -0.905616 1.660996 0.1 0.9 0.4 0.312
O 0.242480 -2.510840 -6.362928 0.1 -0.3 -0.6 -0.638
C -0.296093 1.471529 0.765090 -0.9 -1.5 1.0 -0.333
H 0.861850 3.152938 2.469115 0.0 -0.1 0.6 0.352
C -1.117903 -2.053599 0.195311 0.3 1.3 0.5 -0.798
N -1.125948 -0.743329 0.978209 -0.6 -1.9 -2.2 -0.328
H -1.089458 -1.965341 -0.892956 -0.1 0.5 0.1 0.301
H -1.451820 0.487508 -0.751357 -0.9 0.0 0.4 0.302
C -1.073237 0.457084 0.265724 2.0 1.4 0.9 -0.350
H 0.562127 -2.167008 -5.532227 -0.2 0.2 0.3 0.317
H -0.711253 -2.399083 -6.410016 0.1 0.1 0.3 0.321
H -0.356820 2.542236 0.604002 -0.2 -0.3 -0.9 0.394
H 1.357348 0.454280 1.248738 0.1 -1.0 1.3 0.284
H -1.958558 -2.682984 0.465292 0.0 -0.1 0.2 0.236
```
Positions in Å, forces in eV/Å.